1.
{
  "formula": "C42H49Cl5InN5O2SSb",
  "method": "wB97M-V/def2-TZVPD",
  "elements": ["In", "C", "C", "C", "C", "C", "C", "C", "C", "C", "C", "C", "C", "C", "C", "C", "C", "C", "H", "H", "H", "H", "H", "H", "H", "H", "H", "H", "H", "H", "H", "H", "H", "H", "H", "H", "H", "H", "H", "H", "H", "H", "H", "H", "H", "H", "H", "Cl", "C", "C", "C", "Cl", "C", "Cl", "C", "Cl", "C", "Cl", "N", "N", "C", "N", "N", "N", "O", "O", "H", "H", "H", "H", "H", "S", "Sb", "C", "C", "C", "C", "C", "C", "C", "C", "C", "C", "C", "C", "C", "C", "C", "C", "C", "C", "H", "H", "H", "H", "H", "H", "H", "H", "H", "H", "H", "H", "H", "H", "H"],
  "xyz": [[-0.5260, 0.1552, 1.0384], [0.0267, -2.0040, 0.2136], [-1.2996, -2.5671, 0.3696], [-1.4001, -2.9155, 1.7180], [-0.1018, -2.7890, 2.3158], [0.7988, -2.2875, 1.4177], [2.3058, -2.3323, 1.5061], [2.7803, -2.1443, 2.9496], [2.9760, -1.2801, 0.6213], [2.7151, -3.7356, 1.0192], [-2.5252, -3.3482, 2.6392], [-3.9555, -3.0707, 2.1735], [-2.3556, -4.8727, 2.8977], [-2.3535, -2.7150, 4.0107], [-2.1723, -2.8730, -0.8495], [-3.4145, -1.9778, -0.9782], [-1.3719, -2.6664, -2.1471], [-2.5586, -4.3599, -0.8163], [0.5163, -1.8912, -0.7420], [0.1383, -3.0912, 3.3251], [2.4643, -1.1732, 3.3351], [3.8688, -2.2003, 2.9916], [2.3830, -2.9216, 3.6034], [2.7227, -0.2748, 0.9579], [2.6804, -1.3783, -0.4248], [4.0606, -1.3932, 0.6694], [2.2431, -4.5038, 1.6320], [3.7983, -3.8588, 1.0819], [2.4067, -3.8862, -0.0169], [-4.2091, -3.6359, 1.2824], [-4.0879, -2.0101, 1.9765], [-4.6592, -3.3690, 2.9539], [-2.5294, -5.4140, 1.9700], [-3.0752, -5.2241, 3.6403], [-1.3458, -5.1024, 3.2350], [-1.9208, -1.5411, 3.9241], [-1.6084, -3.1873, 4.6451], [-3.2877, -2.5875, 4.5518], [-3.0984, -0.9448, -1.1262], [-4.0524, -2.0126, -0.1016], [-4.0013, -2.2866, -1.8464], [-1.0892, -1.6182, -2.2501], [-1.9980, -2.9353, -2.9994], [-0.4808, -3.2949, -2.1786], [-3.2006, -4.6006, 0.0266], [-1.6600, -4.9755, -0.7473], [-3.0891, -4.6280, -1.7320], [-2.8897, 0.2147, 1.6802], [-1.1885, -0.5397, 4.3113], [-0.3069, -0.0286, 3.4508], [0.5614, 0.9271, 3.9752], [1.7058, 1.7134, 2.9663], [0.5148, 1.2637, 5.3335], [1.6546, 2.3675, 5.9906], [-0.4603, 0.7060, 6.1610], [-0.5441, 1.1446, 7.8169], [-1.3610, -0.2277, 5.6380], [-2.5943, -0.8941, 6.6312], [-1.3454, 3.0348, 2.4396], [-2.4135, 3.5859, 1.7435], [-2.6818, 3.1652, 0.5008], [-3.7563, 3.6228, -0.1367], [-1.8612, 2.2418, 0.0099], [-1.8882, 1.8996, -1.2479], [-2.2919, 2.6747, -2.1299], [-1.4424, 0.7760, -1.5156], [-1.6642, 2.5556, 3.2733], [-0.6567, 3.7402, 2.6694], [-3.0866, 4.1610, 2.2263], [-4.4314, 4.2189, 0.3092], [-3.8689, 3.3926, -1.1106], [1.3300, 1.7295, -0.1233], [1.5879, 2.1771, -2.4191], [3.3610, 1.0188, -2.6777], [4.5913, 1.4300, -2.1837], [5.6540, 0.5388, -2.1540], [5.4803, -0.7664, -2.5895], [4.2532, -1.1738, -3.0914], [3.1919, -0.2824, -3.1382], [0.4989, 1.9129, -4.2537], [0.3700, 3.0415, -5.0481], [-0.3216, 2.9499, -6.2470], [-0.8740, 1.7402, -6.6408], [-0.7380, 0.6189, -5.8352], [-0.0468, 0.6988, -4.6362], [1.8091, 4.2906, -2.1667], [0.6458, 5.0506, -2.1013], [0.7165, 6.3920, -1.7564], [1.9421, 6.9748, -1.4672], [3.0996, 6.2150, -1.5290], [3.0350, 4.8721, -1.8729], [4.7324, 2.4323, -1.8043], [6.6127, 0.8602, -1.7694], [6.3000, -1.4697, -2.5303], [4.1154, -2.1920, -3.4306], [2.2335, -0.6104, -3.5249], [0.7865, 3.9921, -4.7373], [-0.4415, 3.8293, -6.8654], [-1.4144, 1.6709, -7.5751], [-1.1850, -0.3215, -6.1296], [0.0210, -0.1712, -3.9996], [-0.3156, 4.6053, -2.3260], [-0.1901, 6.9807, -1.7025], [1.9954, 8.0196, -1.1925], [4.0567, 6.6615, -1.2951], [3.9462, 4.2920, -1.9086]],
  "atomic_forces_ev_per_a": [[-0.01, -0.54, -0.33], [0.32, 0.39, 0.09], [-0.12, 0.06, 0.15], [0.24, -0.08, 0.02], [0.07, -0.17, -0.04], [-0.13, 0.05, -0.09], [0.07, -0.02, 0.05], [-0.08, -0.03, -0.10], [-0.06, -0.09, 0.15], [0.04, 0.10, 0.05], [-0.01, 0.11, -0.53], [0.03, 0.05, 0.07], [-0.11, 0.05, 0.32], [-0.17, -0.79, 0.27], [-0.20, 0.10, -0.07], [0.07, -0.05, 0.03], [-0.03, 0.01, 0.13], [0.04, 0.10, 0.01], [-0.03, 0.06, -0.06], [0.02, 0.06, 0.05], [0.05, 0.01, 0.03], [0.02, 0.02, 0.04], [0.00, -0.01, 0.03], [0.09, -0.04, -0.06], [-0.01, 0.05, 0.00], [0.03, 0.00, 0.00], [0.00, -0.03, -0.01], [0.03, 0.00, -0.03], [0.01, -0.03, -0.02], [0.00, 0.03, 0.02], [-0.06, -0.04, 0.00], [0.01, -0.04, 0.02], [-0.04, 0.06, -0.04], [0.02, -0.06, 0.01], [0.00, 0.00, 0.03], [-0.21, 0.29, -0.37], [0.15, 0.22, 0.00], [0.06, 0.22, 0.00], [-0.11, -0.01, 0.01], [-0.01, 0.03, -0.06], [0.00, -0.01, -0.02], [0.07, 0.02, -0.10], [-0.02, 0.03, 0.00], [0.04, 0.01, 0.00], [0.01, -0.06, -0.03], [-0.01, -0.05, 0.01], [-0.03, 0.00, 0.00], [-0.36, -0.18, 0.23], [0.69, 0.08, 0.07], [-0.05, 0.42, -0.58], [-0.49, -0.41, 0.57], [0.30, 0.12, -0.16], [0.13, 0.06, -0.07], [-0.04, 0.03, 0.01], [0.00, 0.05, 0.03], [-0.03, -0.03, -0.04], [-0.20, -0.12, 0.28], [0.04, -0.06, -0.06], [0.14, -0.09, 0.19], [-0.03, 0.07, 0.13], [-0.04, -0.24, -0.56], [-0.12, 0.20, 0.21], [0.82, 0.19, 0.83], [-0.62, 0.10, -1.35], [0.14, -0.33, 0.08], [0.14, 0.28, 0.24], [-0.09, -0.04, -0.06], [-0.03, 0.05, -0.05], [-0.02, 0.01, -0.02], [0.06, 0.00, 0.05], [0.07, 0.02, -0.05], [-0.60, -0.08, -0.14], [0.43, 0.02, 0.15], [-0.28, 0.35, -0.04], [0.05, 0.02, 0.03], [0.00, -0.01, 0.04], [0.00, -0.01, -0.03], [-0.01, -0.05, 0.02], [-0.09, 0.07, -0.06], [0.07, 0.10, 0.85], [0.00, 0.17, 0.02], [-0.02, -0.01, -0.08], [0.04, 0.03, 0.03], [0.02, -0.09, -0.01], [-0.17, -0.08, 0.07], [0.10, -0.41, -0.21], [-0.05, -0.07, -0.10], [-0.04, 0.00, 0.04], [0.01, -0.02, -0.01], [0.02, 0.00, 0.05], [0.08, -0.05, -0.08], [0.03, -0.03, 0.03], [0.01, 0.00, 0.00], [0.02, 0.01, -0.04], [0.00, 0.00, -0.02], [0.04, -0.03, -0.02], [0.00, -0.01, -0.03], [0.04, 0.00, -0.01], [-0.02, 0.01, 0.01], [0.03, 0.00, -0.02], [-0.03, -0.06, 0.05], [-0.10, -0.03, 0.02], [0.00, 0.00, -0.04], [-0.01, 0.01, 0.00], [0.01, 0.01, -0.03], [0.01, 0.05, -0.01]],
  "homo_lumo_gap_ev": 5.18,
  "lumo_energy_ev": -4.228,
  "e_tot_ev": -141041.0188,
  "max_force_ev_per_a": 1.5,
  "homo_ev": -9.411,
  "total_charge": 1
}

***

2.
{
  "formula": "C42H49F5N5NaOP2S2SeTe",
  "method": "wB97M-V/def2-TZVPD",
  "elements": ["Na", "C", "C", "N", "C", "C", "N", "C", "C", "N", "H", "H", "H", "H", "H", "H", "H", "H", "H", "H", "H", "H", "H", "H", "H", "C", "C", "S", "C", "C", "S", "H", "H", "H", "H", "H", "H", "C", "C", "P", "C", "C", "C", "C", "C", "C", "C", "C", "C", "C", "C", "C", "P", "C", "C", "C", "C", "C", "C", "C", "C", "C", "C", "C", "C", "H", "H", "H", "H", "H", "H", "H", "H", "H", "H", "H", "H", "H", "H", "H", "H", "H", "H", "H", "H", "H", "H", "H", "H", "F", "Te", "F", "F", "F", "F", "O", "Se", "N", "C", "C", "C", "C", "C", "C", "N", "H", "H", "H", "H"],
  "xyz": [[0.4072, -2.7282, -0.1801], [3.7508, -2.3259, 1.4670], [3.1955, -1.8967, 2.8224], [1.8557, -1.3404, 2.7540], [0.8698, -1.9949, 3.6036], [0.6971, -3.4744, 3.2978], [0.3447, -3.7486, 1.9146], [1.1014, -4.8259, 1.2768], [2.5829, -4.4691, 1.0746], [2.8279, -3.0904, 0.6319], [4.6886, -2.8777, 1.6537], [4.0222, -1.4386, 0.8866], [3.9128, -1.1907, 3.2678], [3.1938, -2.7550, 3.4996], [1.8446, -0.3442, 2.9181], [-0.0942, -1.5050, 3.4645], [1.1346, -1.9262, 4.6771], [-0.0726, -3.8556, 3.9826], [1.6049, -4.0299, 3.5459], [-0.6526, -3.9217, 1.8507], [0.6339, -5.0721, 0.3223], [1.0688, -5.7581, 1.8667], [3.0062, -5.1673, 0.3477], [3.1229, -4.6428, 2.0147], [3.2750, -3.1530, -0.2815], [-3.9187, -2.8811, -3.0416], [-2.6055, -2.3592, -2.4975], [-2.3607, -2.4890, -0.8330], [-1.7719, -1.7255, -3.4262], [-2.2789, -1.3736, -4.8035], [-0.1714, -1.2560, -3.2500], [-4.3983, -3.5054, -2.2911], [-3.7800, -3.4585, -3.9579], [-4.6012, -2.0578, -3.2802], [-3.2592, -0.8970, -4.7621], [-2.3513, -2.2674, -5.4292], [-1.5968, -0.6842, -5.3059], [1.8346, 0.2691, -0.2857], [0.4664, 0.8555, 0.0909], [-0.0174, 2.4793, -0.6538], [-1.3192, 1.9864, -1.8366], [-1.4000, 2.6985, -3.0299], [-2.3749, 2.3991, -3.9707], [-3.2772, 1.3746, -3.7268], [-3.2006, 0.6518, -2.5440], [-2.2273, 0.9557, -1.6075], [-1.0245, 3.2337, 0.6820], [-2.2639, 3.8187, 0.4383], [-2.9279, 4.5193, 1.4346], [-2.3709, 4.6453, 2.6955], [-1.1330, 4.0739, 2.9502], [-0.4643, 3.3867, 1.9530], [3.3411, 1.2849, -0.5227], [3.0946, 2.1262, -2.1255], [3.9247, 3.1888, -2.4786], [3.8287, 3.7835, -3.7264], [2.9317, 3.2933, -4.6641], [2.1390, 2.2016, -4.3445], [2.2162, 1.6285, -3.0867], [3.1079, 2.5892, 0.7527], [2.7582, 3.9172, 0.5350], [2.6353, 4.8001, 1.5990], [2.8429, 4.3695, 2.8990], [3.1839, 3.0449, 3.1331], [3.3276, 2.1713, 2.0670], [1.7541, -0.3826, -1.1595], [2.0951, -0.4207, 0.5224], [0.4070, 0.9750, 1.1721], [-0.2981, 0.1029, -0.1486], [-0.6804, 3.4857, -3.2232], [-2.4215, 2.9599, -4.8961], [-4.0327, 1.1306, -4.4637], [-3.8847, -0.1621, -2.3428], [-2.1841, 0.3564, -0.7038], [-2.7262, 3.7153, -0.5346], [-3.9038, 4.9421, 1.2285], [-2.9048, 5.1673, 3.4787], [-0.6849, 4.1571, 3.9326], [0.5071, 2.9657, 2.1720], [4.6546, 3.5597, -1.7681], [4.4692, 4.6226, -3.9695], [2.8643, 3.7511, -5.6429], [1.4449, 1.7935, -5.0676], [1.5791, 0.7840, -2.8637], [2.5439, 4.2575, -0.4671], [2.3443, 5.8253, 1.4088], [2.7236, 5.0563, 3.7277], [3.3435, 2.6890, 4.1433], [3.6290, 1.1458, 2.2530], [0.2279, -4.4416, -3.6843], [1.8118, -4.3061, -2.5684], [1.1182, -5.9976, -1.6298], [2.4294, -3.0311, -3.9048], [3.7713, -4.2487, -1.8660], [2.5547, -5.5982, -3.7071], [0.4813, -1.9100, -2.0391], [-2.8334, -3.1785, 4.3649], [-2.3526, -2.0130, 3.0355], [-3.3451, -1.1109, 2.9881], [-3.3784, -0.0413, 2.0727], [-4.4478, 0.8273, 2.0454], [-5.5116, 0.6745, 2.9469], [-5.5075, -0.3525, 3.8682], [-4.4427, -1.2746, 3.9136], [-4.3862, -2.3120, 4.7646], [-2.5496, 0.0623, 1.3825], [-4.4634, 1.6292, 1.3202], [-6.3454, 1.3677, 2.9166], [-6.3285, -0.4818, 4.5645]],
  "atomic_forces_ev_per_a": [[-0.17, 0.29, 0.88], [0.00, 0.06, -0.18], [0.03, 0.05, 0.11], [-0.02, -0.05, -0.05], [0.03, 0.07, 0.26], [-0.16, -0.05, 0.11], [-0.18, -0.23, -0.13], [-0.03, -0.06, 0.45], [0.15, -0.05, 0.30], [0.14, -0.12, -0.31], [-0.02, 0.00, -0.03], [0.02, 0.01, 0.06], [-0.04, -0.01, -0.07], [0.00, -0.02, 0.00], [0.02, 0.01, 0.02], [-0.01, -0.01, -0.03], [-0.03, 0.02, -0.06], [0.08, 0.05, -0.04], [0.04, 0.02, 0.00], [-0.02, 0.04, 0.01], [0.02, -0.01, -0.06], [0.02, 0.00, -0.11], [-0.06, -0.02, 0.02], [-0.04, 0.02, -0.02], [-0.04, -0.07, 0.03], [-0.06, -0.01, 0.12], [0.21, -0.07, -0.32], [0.04, -0.13, 0.15], [-0.23, -0.22, 0.11], [0.06, -0.21, -0.13], [0.00, -0.11, -0.20], [0.01, 0.01, -0.02], [0.04, -0.03, -0.02], [-0.03, 0.02, -0.01], [0.08, -0.15, -0.04], [0.00, -0.02, 0.01], [0.04, 0.03, 0.02], [-0.07, -0.15, 0.13], [-0.14, -0.11, 0.05], [-0.01, 0.01, -0.16], [-0.03, -0.02, -0.07], [0.04, 0.04, -0.04], [0.00, -0.01, -0.05], [-0.08, 0.19, 0.13], [-0.15, 0.24, 0.06], [-0.08, 0.10, 0.15], [0.11, -0.02, 0.10], [-0.03, 0.00, -0.04], [-0.10, -0.03, -0.03], [0.00, 0.00, 0.05], [-0.02, 0.02, 0.05], [-0.05, -0.05, -0.08], [0.07, -0.02, 0.02], [-0.03, -0.04, -0.02], [0.01, 0.06, 0.05], [0.05, 0.02, 0.00], [0.01, 0.01, -0.06], [-0.03, 0.06, -0.03], [0.00, -0.02, 0.11], [0.02, -0.10, 0.00], [-0.02, 0.05, 0.00], [0.00, 0.05, -0.04], [0.01, 0.01, 0.09], [0.00, -0.01, 0.03], [0.03, 0.01, -0.02], [0.05, 0.11, -0.01], [0.03, -0.04, -0.05], [0.09, 0.06, 0.12], [0.14, 0.12, 0.04], [0.02, 0.02, -0.01], [-0.01, 0.01, -0.03], [-0.03, 0.06, 0.01], [-0.03, 0.10, 0.02], [-0.06, 0.09, -0.09], [-0.01, -0.02, -0.05], [0.00, 0.01, -0.01], [-0.01, 0.02, 0.02], [0.01, 0.00, 0.02], [0.08, -0.07, 0.00], [0.00, 0.02, 0.04], [0.00, 0.01, -0.02], [-0.01, 0.00, -0.02], [-0.02, -0.01, -0.02], [-0.02, 0.00, 0.00], [0.02, 0.02, -0.08], [-0.01, 0.02, 0.00], [0.01, 0.01, 0.00], [0.00, 0.01, 0.02], [0.00, -0.06, 0.00], [0.23, -0.06, 0.08], [0.20, -0.41, -0.48], [0.32, 0.29, -0.19], [0.00, -0.24, 0.12], [-0.40, -0.14, -0.07], [-0.05, 0.14, 0.03], [0.04, 0.62, -0.70], [-0.13, 0.31, -0.10], [0.02, -0.30, 0.24], [0.08, -0.10, -0.12], [0.13, 0.03, -0.10], [-0.03, 0.05, 0.03], [0.00, 0.09, -0.08], [-0.17, -0.01, 0.13], [-0.02, -0.09, 0.10], [0.11, -0.15, 0.02], [0.00, 0.01, 0.01], [0.01, 0.11, -0.06], [0.00, 0.00, 0.00], [0.00, 0.00, 0.00]],
  "homo_lumo_gap_ev": [5.54, 3.76],
  "lumo_energy_ev": [3.454, 3.457],
  "e_tot_ev": -184742.7747,
  "max_force_ev_per_a": 0.9,
  "homo_ev": [-2.081, -0.299],
  "total_charge": -2
}